Molecular formula: C24H26N2O2P2Ti
Method: DFT, ωB97M-V/def2-TZVPD

Output
* E_HOMO (spin up / spin down): -5.83 / -7.46 eV
* charge: 0
* 2S+1: 3
* LUMO (spin up / spin down): 0.546 / 0.439 eV
* <S²>: 2.01
* energy relative to the best compared isomer or geometry (same formula, charge and spin): 0.0000 eV
* gap between HOMO and LUMO (spin up / spin down): 6.38 / 7.89 eV

XYZ file:
```
57
Properties=species:S:1:pos:R:3:forces:R:3
Ti 1.097 0.169 -0.650 -0.302 -1.295 -0.835
O 2.493 0.263 -2.055 -0.114 -0.023 0.193
C 3.127 1.325 -2.490 -0.025 0.063 -0.006
C 4.245 1.136 -3.329 -0.132 0.173 -0.032
C 4.920 2.203 -3.873 0.016 0.003 -0.018
C 4.514 3.512 -3.603 0.051 0.068 -0.042
C 3.447 3.719 -2.763 -0.028 0.011 0.035
C 2.743 2.658 -2.167 0.150 0.226 -0.143
C 1.738 3.027 -1.186 0.302 0.597 -0.195
N 1.139 2.187 -0.442 -0.258 -0.488 0.569
N 0.301 2.618 0.588 -0.016 0.090 0.020
C 0.108 1.625 1.427 0.130 0.321 0.269
O 0.618 0.445 1.327 -0.187 -0.237 -0.108
C -0.764 1.864 2.613 -0.074 0.235 -0.157
C -1.375 3.100 2.817 -0.006 0.009 0.028
C -2.202 3.295 3.910 0.010 -0.003 -0.012
C -2.428 2.257 4.806 -0.018 0.008 0.015
C -1.823 1.025 4.603 0.005 -0.029 0.005
C -0.995 0.826 3.508 -0.042 -0.013 0.015
H 4.535 0.116 -3.542 0.006 -0.022 0.004
H 5.771 2.025 -4.520 0.003 -0.002 -0.005
H 5.037 4.355 -4.035 0.012 -0.015 -0.015
H 3.141 4.733 -2.527 -0.002 -0.008 0.014
H 1.543 4.085 -1.001 0.090 0.018 -0.118
H -1.188 3.897 2.111 0.007 -0.007 -0.003
H -2.672 4.258 4.065 -0.005 -0.001 0.007
H -3.074 2.411 5.662 0.000 -0.002 0.003
H -1.996 0.214 5.299 -0.009 0.003 0.010
H -0.525 -0.131 3.331 0.014 -0.005 -0.008
C -2.821 0.836 -0.635 -0.107 -0.014 -0.001
P -1.473 -0.336 -0.986 0.347 -0.355 0.268
C -2.016 -1.099 -2.556 -0.148 0.157 -0.196
C -1.754 -1.733 0.190 0.011 0.233 0.156
C -2.819 -1.742 1.084 -0.068 -0.109 -0.001
C -2.954 -2.763 2.018 -0.050 0.059 -0.026
C -2.030 -3.792 2.064 0.078 -0.030 -0.035
C -0.956 -3.788 1.184 -0.047 -0.011 0.077
C -0.796 -2.761 0.264 -0.151 0.087 -0.233
P 0.667 -2.615 -0.822 0.433 0.433 0.481
C 0.484 -4.001 -2.002 -0.041 -0.022 -0.047
C 2.017 -3.233 0.248 0.050 -0.200 0.057
H -3.801 0.356 -0.623 0.010 0.018 -0.021
H -2.817 1.590 -1.423 0.051 0.008 0.015
H -2.646 1.344 0.313 0.022 -0.029 0.013
H -2.969 -1.619 -2.449 0.016 -0.006 0.031
H -1.256 -1.793 -2.910 -0.005 -0.014 0.019
H -2.124 -0.321 -3.315 0.030 0.006 0.019
H -3.554 -0.949 1.075 0.023 0.023 -0.004
H -3.786 -2.744 2.711 0.010 -0.006 0.008
H -2.130 -4.587 2.792 -0.015 -0.001 -0.003
H -0.224 -4.585 1.243 -0.002 -0.002 -0.019
H 0.428 -4.951 -1.467 -0.002 0.011 -0.002
H 1.340 -4.020 -2.677 0.017 0.017 0.021
H -0.420 -3.885 -2.599 0.004 0.025 0.010
H 1.881 -4.266 0.577 -0.004 0.013 -0.037
H 2.098 -2.594 1.128 -0.027 0.026 -0.028
H 2.954 -3.166 -0.306 -0.010 0.007 -0.012
```
Positions in Å, forces in eV/Å.